Molecular formula: C43H48F3IrN2O6SbSi
Method: DFT, ωB97M-V/def2-TZVPD

Computed properties:
Energy relative to the best compared isomer or geometry (same formula, charge and spin) (eV): 1.547
Net charge: +1
Calculated total energy (Ha): -3161.79899
Highest occupied orbital energy (eV): -10.60
HOMO-LUMO gap (eV): 7.45

Element x y z (Å)
Ir 0.0247 -1.0101 0.3400
O 2.1039 -1.3555 0.1893
C 2.9081 -0.2119 -0.2860
C 1.9162 0.6830 -1.0647
O 2.2046 1.6739 -1.6752
O 0.6493 0.2850 -0.9723
C 3.4175 0.5837 0.9120
C 4.7778 0.7554 1.1387
C 5.2176 1.4797 2.2389
C 4.3053 2.0423 3.1170
C 2.9448 1.8866 2.8882
C 2.5049 1.1638 1.7926
C 4.0037 -0.7666 -1.1834
C 4.6523 0.0599 -2.0982
C 5.6918 -0.4393 -2.8685
C 6.0981 -1.7585 -2.7290
C 5.4516 -2.5808 -1.8199
C 4.4061 -2.0897 -1.0508
H 2.4032 -1.6083 1.0817
H 5.5009 0.3226 0.4614
H 6.2792 1.6038 2.4052
H 4.6515 2.5984 3.9783
H 2.2248 2.3191 3.5708
H 1.4381 1.0424 1.6424
H 4.3519 1.0921 -2.2012
H 6.1846 0.2086 -3.5813
H 6.9129 -2.1437 -3.3275
H 5.7571 -3.6129 -1.7066
H 3.8980 -2.7567 -0.3694
C -3.0727 2.0680 -0.1406
C -1.7143 1.3862 0.1097
N -1.8589 -0.0980 0.0239
C -2.2791 -0.4329 -1.3726
C -3.5871 0.2827 -1.7493
N -4.0705 1.0235 -0.5396
C -4.2841 0.0414 0.5755
C -2.9103 -0.4867 1.0097
H -3.0130 2.7885 -0.9547
H -3.4676 2.5623 0.7450
H -1.3465 1.6275 1.1044
H -0.9787 1.6970 -0.6256
H -2.3646 -1.5082 -1.4706
H -1.4812 -0.0921 -2.0336
H -4.3733 -0.4113 -2.0392
H -3.4377 1.0122 -2.5445
H -4.9527 1.4835 -0.7580
H -4.9347 -0.7427 0.1923
H -4.7935 0.5658 1.3816
H -2.9147 -1.5634 1.1254
H -2.6161 -0.0481 1.9621
O 0.3279 -1.4128 2.2501
Si 0.5899 -2.8266 3.0640
C 1.4908 -4.1062 2.0325
C 2.8900 -4.0957 1.9878
C 3.5949 -4.9857 1.1882
C 2.9115 -5.9142 0.4159
C 1.5247 -5.9610 0.4615
C 0.8300 -5.0693 1.2646
C 1.7460 -2.3920 4.4656
C 1.9452 -3.3302 5.4841
C 2.9154 -3.1411 6.4557
C 3.7110 -2.0016 6.4289
C 3.5194 -1.0522 5.4368
C 2.5446 -1.2507 4.4663
C -1.0420 -3.4833 3.6873
C -1.2337 -4.8222 4.0322
C -2.4632 -5.2799 4.4892
C -3.5276 -4.3998 4.6120
C -3.3564 -3.0607 4.2827
C -2.1261 -2.6142 3.8255
H 3.4442 -3.3999 2.6121
H 4.6779 -4.9632 1.1774
H 3.4575 -6.6125 -0.2053
H 0.9862 -6.6932 -0.1262
H -0.2506 -5.1474 1.3237
H 1.3305 -4.2240 5.5256
H 3.0546 -3.8805 7.2337
H 4.4747 -1.8567 7.1823
H 4.1242 -0.1538 5.4170
H 2.3972 -0.4937 3.7063
H -0.4158 -5.5282 3.9336
H -2.5920 -6.3236 4.7453
H -4.4862 -4.7536 4.9688
H -4.1836 -2.3688 4.3918
H -1.9958 -1.5667 3.5727
F -3.5663 -3.6639 -0.5123
C -2.4482 -4.3973 -0.2112
F -2.4050 -5.4255 -1.0403
F -2.5956 -4.8432 1.0305
C -1.2418 -3.4455 -0.3985
O -0.6308 -3.4311 -1.4356
O -1.1501 -2.6347 0.6144
C -1.4114 2.4199 -5.6989
Sb -0.1480 2.1277 -3.9877
C -0.9180 3.8874 -2.9954
C 1.5665 3.0788 -4.8250
H -1.3754 3.4489 -6.0570
H -2.4447 2.1717 -5.4489
H -1.1002 1.7581 -6.5071
H -0.5910 4.7889 -3.5132
H -0.5718 3.9482 -1.9621
H -2.0108 3.8694 -3.0163
H 1.2539 3.9074 -5.4588
H 2.1410 2.3654 -5.4133
H 2.1964 3.4493 -4.0180

Atomic partial charges in e from the Mulliken method, atoms 1 to 2: 2.50, -1.02